104
Properties=species:S:1:pos:R:3 method="wB97M-V/def2-TZVPD" e_above_lowest_ev=1.391 charge=-1 lumo_ev=1.86 e_homo_ev=-4.12 gap_ev=5.98
K 0.295 -0.654 -0.406
C -1.129 -1.419 -5.209
C -0.565 -0.883 -3.923
N -0.750 -1.443 -2.781
N -1.589 -2.493 -2.723
C -1.297 -3.432 -1.840
N -2.367 -4.264 -1.547
S 0.206 -3.750 -1.069
C 0.296 0.319 -3.936
C 0.884 0.766 -5.123
C 1.705 1.880 -5.103
C 1.928 2.537 -3.903
C 1.300 2.036 -2.773
N 0.497 0.969 -2.776
H -1.952 -2.087 -4.966
H -1.485 -0.612 -5.858
H -0.380 -1.998 -5.762
H -3.257 -3.787 -1.565
H -2.199 -4.808 -0.722
H 0.715 0.227 -6.045
H 2.171 2.230 -6.017
H 2.566 3.411 -3.842
H 1.440 2.525 -1.814
C -4.267 3.459 -1.204
As -2.512 2.581 -1.452
C -2.422 2.946 -3.386
C -1.488 4.146 -0.820
C -1.858 5.417 -1.272
C -1.303 6.569 -0.739
C -0.357 6.460 0.275
C 0.043 5.205 0.705
C -0.484 4.025 0.163
As 0.263 2.259 0.753
C -0.561 2.369 2.530
C 2.058 2.958 1.142
H -4.309 4.452 -1.656
H -4.469 3.538 -0.132
H -5.022 2.825 -1.667
H -2.873 3.905 -3.647
H -2.953 2.149 -3.908
H -1.380 2.935 -3.714
H -2.614 5.514 -2.046
H -1.617 7.541 -1.095
H 0.077 7.350 0.712
H 0.810 5.143 1.467
H -0.258 3.273 3.054
H -0.291 1.493 3.118
H -1.642 2.377 2.390
H 2.104 3.456 2.112
H 2.341 3.668 0.365
H 2.757 2.127 1.138
C 5.043 -5.089 2.069
C 5.773 -3.767 2.377
C 6.948 -3.618 1.408
C 6.341 -3.842 3.802
C 4.778 -2.615 2.220
C 4.594 -1.983 0.998
C 3.566 -1.072 0.839
Br 3.422 -0.161 -0.844
C 2.590 -0.758 1.823
O 1.558 -0.044 1.540
C 2.880 -1.316 3.119
C 3.919 -2.228 3.257
C 2.034 -0.904 4.332
C 0.566 -1.336 4.136
C 2.534 -1.550 5.627
C 2.130 0.621 4.515
H 5.703 -5.954 2.219
H 4.685 -5.095 1.036
H 4.171 -5.197 2.720
H 7.677 -4.416 1.585
H 7.451 -2.654 1.547
H 6.628 -3.692 0.364
H 7.122 -4.607 3.852
H 5.573 -4.111 4.533
H 6.775 -2.881 4.099
H 5.244 -2.178 0.153
H 4.080 -2.658 4.240
H 0.509 -2.428 4.054
H 0.155 -0.906 3.225
H -0.045 -1.021 4.993
H 2.454 -2.642 5.592
H 1.916 -1.196 6.459
H 3.575 -1.280 5.837
H 1.838 1.135 3.600
H 3.160 0.904 4.756
H 1.478 0.957 5.333
C -7.783 0.944 -1.268
C -6.701 -0.084 -1.224
C -6.567 -1.107 -2.103
C -5.501 -2.020 -1.888
N -4.619 -1.880 -0.933
C -4.687 -0.808 -0.087
S -3.546 -0.408 1.047
N -5.797 0.020 -0.234
C -5.337 -3.199 -2.797
H -8.406 0.806 -2.151
H -7.351 1.948 -1.292
H -8.414 0.870 -0.378
H -7.255 -1.225 -2.930
H -5.832 0.786 0.417
H -6.264 -3.433 -3.320
H -5.009 -4.065 -2.225
H -4.558 -2.974 -3.535